Entry from the Open Molecules 2025 dataset: 2 unconnected molecules or ions with the total composition C2H5NO3 in a non-equilibrium geometry (ωB97M-V with the def2-TZVPD basis set).

Properties
E_tot = -359.6477 hartree
HOMO level = -10.70 eV
Frontier orbital gap = 11.2 eV
Lowest unoccupied orbital energy = 0.01713 Ha
Max |F| = 3.21 eV/Å
Total charge = 0
SMILES = O=CNC=O.O
Relative energy (zero: lowest compared OMol25 entry of this formula, charge and spin) = 38.6 kcal per mole

The geometry in XYZ format:
```
11
Properties=species:S:1:pos:R:3:forces:R:3
O 0.55724 -1.04776 -2.33717 0.21 -0.25 -0.09
C -0.12483 -0.15152 -1.95929 0.15 -0.54 1.36
N -0.10363 0.29793 -0.57037 -0.88 0.17 0.94
C -0.83959 -0.33793 0.51469 2.23 -1.31 -1.90
O -1.49755 0.17560 1.35498 -0.12 0.93 0.28
H -0.87386 0.27938 -2.61909 -0.16 0.66 -0.04
H 0.23607 1.22333 -0.33821 -0.58 0.23 -0.58
H -0.52464 -1.40523 0.52377 -0.83 0.09 -0.08
H 1.66685 0.79827 3.18387 -0.40 0.24 -0.11
H 0.85148 1.20484 1.89423 -0.34 0.23 0.56
O 1.60753 0.72606 2.22744 0.72 -0.44 -0.33
```
Forces are in eV/Å.


Entry from the Open Molecules 2025 dataset: a molecular structure, C4H6CsF3O2 in a non-equilibrium geometry (ωB97M-V with the def2-TZVPD basis set).

Properties
E_tot = -626.0629 hartree
HOMO level = -7.87 eV
Frontier orbital gap = 7.7 eV
Lowest unoccupied orbital energy = -0.00721 Ha
Max |F| = 14.42 eV/Å
Total charge = 0
Relative energy (zero: lowest compared OMol25 entry of this formula, charge and spin) = 94.5 kcal per mole

The geometry in XYZ format:
```
16
Properties=species:S:1:pos:R:3:forces:R:3
Cs 0.18216 -2.31069 -0.53440 3.31 -13.32 -4.41
C 0.32610 -0.32079 1.47082 0.81 -2.83 3.97
O -0.25424 -0.54082 0.15919 -3.42 13.23 4.53
O 0.25786 -1.57709 2.13667 0.81 3.51 -2.12
C 1.76873 0.32403 1.27404 -0.46 -1.79 0.31
F 1.67141 1.61739 0.95246 0.14 0.57 0.51
F 2.62377 0.14579 2.32158 -1.14 0.61 -1.02
F 2.33277 -0.25529 0.20539 0.92 -0.45 -0.68
C -0.86268 0.56192 -0.55067 0.47 -0.75 -1.20
C -1.43009 -0.05799 -1.84726 -0.63 1.18 -0.88
H -0.86142 -0.82943 -2.36649 0.29 0.42 0.23
H -2.45466 -0.42984 -1.85691 -0.05 -0.01 0.68
H -1.45080 0.78025 -2.54370 -0.12 -0.01 -0.25
H -0.09615 1.27329 -0.85803 0.22 -0.07 0.18
H -1.61396 1.15156 -0.02531 -0.10 -0.54 0.47
H -0.13880 0.46771 2.06262 -1.03 0.27 -0.33
```
Forces are in eV/Å.